Molecular formula: C3H5N9OPtSe3Te
Method: DFT, ωB97M-V with the def2-TZVPD basis set

Geometry as XYZ:
```
23
Properties=species:S:1:pos:R:3:forces:R:3:nbo_charge:R:1
Pt -0.158191 0.553569 0.514365 1.16 -0.43 1.02 0.506
Se -2.433215 -0.105350 0.532447 -0.67 -0.78 0.62 -0.329
Se -3.940280 1.368126 -0.256869 -0.01 1.99 -0.62 -0.383
Te -1.793657 3.909840 -0.106719 -0.84 -1.34 -0.06 -0.037
Se -0.348801 2.208617 -1.107958 -0.21 0.87 -0.65 -0.241
N 2.498425 -1.103374 2.109036 -0.06 0.00 -0.04 -0.599
C 2.757192 -0.268841 1.041571 0.10 0.51 -0.21 0.431
N 3.946282 -0.183399 0.471481 0.07 -0.20 0.22 -0.417
N 3.807853 0.783360 -0.456965 -0.02 0.08 0.04 -0.132
N 2.612022 1.247774 -0.445729 0.05 0.12 -0.21 -0.110
N 1.898095 0.607874 0.506543 0.49 -0.09 0.01 -0.427
C 1.220700 -1.540674 2.381491 -0.46 -0.03 0.05 0.435
N 0.944175 -2.578965 3.153475 0.48 0.07 -0.02 -0.416
N -0.399747 -2.638453 3.166884 -0.12 0.11 -0.04 -0.130
N -0.897376 -1.694143 2.452397 -0.16 -0.25 0.10 -0.108
N 0.104582 -0.960721 1.928290 0.14 -0.36 0.07 -0.440
H 3.233569 -1.756502 2.318773 -0.02 -0.03 -0.02 0.407
C 0.374679 -2.599252 -1.202188 -0.20 0.01 -0.01 -0.250
O 0.101084 -1.290894 -1.653575 0.30 -0.33 -0.62 -0.735
H 0.147171 -3.344038 -1.976968 0.07 -0.07 0.04 0.137
H -0.191423 -2.852906 -0.299041 0.02 0.05 0.02 0.178
H 1.439234 -2.645605 -0.970626 -0.01 0.01 -0.01 0.177
H -0.849676 -1.176775 -1.761804 -0.11 0.09 0.32 0.484
```
Forces are in eV/Å.

Computed properties:
Kohn-Sham gap (spin up / spin down) = 4.43 / 4.52 eV
charge = -2


Molecular formula: C39H44Br2IN4OTi
Method: DFT, ωB97M-V with the def2-TZVPD basis set

Geometry as XYZ:
```
92
Properties=species:S:1:pos:R:3:forces:R:3:mulliken_spin:R:1
Ti -0.278650 0.331255 2.115432 0.26 0.58 -0.79 0.859
C 0.189406 2.653908 4.030734 -0.18 -0.28 -0.16 0.010
C 1.395164 1.917498 4.605387 0.04 -0.06 -0.04 0.016
C 2.301645 1.130518 3.672874 -0.34 -0.03 -0.15 0.031
C 3.646217 1.023627 3.983505 0.12 0.05 0.10 -0.005
C 4.473183 0.232961 3.206801 0.14 0.00 0.06 0.012
C 3.939304 -0.431304 2.114618 0.09 0.01 -0.06 -0.011
C 2.604931 -0.265945 1.833946 -0.12 0.33 0.31 0.040
N 1.786232 0.498005 2.599778 0.73 -0.03 0.22 -0.037
N -0.939950 1.766602 3.598957 -0.16 0.15 0.40 -0.022
C -1.463696 0.928184 4.731428 0.18 -0.07 -0.18 0.014
C -0.896126 -0.482288 4.786827 -0.12 0.11 -0.08 0.041
C -0.965335 -1.243842 5.938748 -0.01 0.14 0.10 -0.009
C -0.479093 -2.537808 5.914140 0.00 -0.16 0.17 0.017
C 0.085673 -3.040098 4.749580 0.04 -0.06 -0.02 -0.011
C 0.130056 -2.228643 3.640145 -0.13 0.09 0.08 0.038
N -0.379816 -0.983447 3.655571 -0.02 -0.62 0.96 -0.043
C -2.054450 2.570882 3.013130 0.06 -0.32 0.02 0.012
C -2.892928 1.712835 2.081552 0.31 -0.01 0.35 0.010
C -4.065318 2.176745 1.525176 -0.16 0.03 0.03 -0.007
C -4.781763 1.330553 0.694177 -0.14 0.04 -0.08 0.010
C -4.320257 0.041561 0.468984 -0.06 0.02 -0.03 -0.001
C -3.135140 -0.340502 1.054784 0.20 0.03 0.12 0.016
N -2.412283 0.483169 1.836182 -0.68 0.22 -0.17 -0.023
H -0.188364 3.352114 4.779035 -0.01 0.05 0.10 0.000
H 0.486446 3.238124 3.160968 0.03 0.04 -0.08 -0.005
H 2.011731 2.675773 5.086488 0.03 0.03 0.03 0.000
H 1.079119 1.257915 5.419961 0.01 -0.03 0.00 0.001
H 4.034397 1.557678 4.842350 0.01 -0.04 -0.06 0.001
H 5.524434 0.140526 3.449899 -0.04 0.00 0.00 0.000
H 4.542807 -1.055633 1.470192 0.01 0.03 0.04 0.000
H 2.162152 -0.742500 0.973221 -0.10 0.00 -0.04 -0.003
H -1.284068 1.433567 5.680406 0.00 0.07 0.07 0.001
H -2.541909 0.840595 4.616478 -0.11 0.00 -0.04 -0.002
H -1.393476 -0.823257 6.839844 0.02 -0.03 0.00 0.000
H -0.530795 -3.152444 6.804701 0.01 0.03 -0.04 0.000
H 0.491024 -4.041147 4.700902 -0.02 0.02 0.03 0.000
H 0.571697 -2.560395 2.708502 -0.04 0.02 -0.04 -0.004
H -2.684776 2.979757 3.804427 -0.01 0.09 0.08 0.000
H -1.634396 3.410827 2.465242 0.08 0.04 -0.06 0.002
H -4.414794 3.178585 1.744732 0.01 -0.05 -0.03 0.000
H -5.701179 1.670889 0.233890 0.03 -0.01 0.02 0.000
H -4.859682 -0.655175 -0.158974 0.01 0.05 0.03 0.000
H -2.723309 -1.326932 0.892062 0.05 -0.02 -0.01 0.003
C -1.145321 1.805865 -5.255020 0.06 0.04 -0.04 0.000
C -2.192541 0.945399 -4.531746 0.05 0.01 0.06 0.000
C -3.457007 1.778827 -4.274292 -0.05 0.02 0.03 0.000
C -2.555304 -0.238424 -5.426574 -0.01 -0.08 -0.05 0.000
C -1.621763 0.491896 -3.187088 -0.04 0.03 -0.02 -0.001
C -1.204752 1.456017 -2.261146 0.03 -0.03 -0.12 0.002
C -0.703595 1.014935 -1.069936 0.01 0.26 0.04 -0.009
Br -0.044385 2.301579 0.200134 -0.04 0.14 -0.08 0.004
C -0.589545 -0.326312 -0.703864 0.30 0.23 1.03 0.016
O -0.148187 -0.557281 0.588042 -0.20 -0.52 -1.65 0.044
C -0.968773 -1.298263 -1.602323 -0.07 -0.40 -0.38 -0.005
C -1.482881 -0.839291 -2.828792 0.04 -0.08 -0.03 0.000
C -0.833401 -2.818613 -1.404661 0.00 0.11 0.00 0.000
C -0.275250 -3.231373 -0.038583 0.02 -0.07 0.05 -0.003
C 0.127989 -3.353349 -2.480770 0.01 -0.02 -0.02 0.000
C -2.209680 -3.482387 -1.560164 -0.07 -0.02 -0.01 0.000
H -1.523491 2.110416 -6.233546 0.00 -0.02 0.05 0.000
H -0.216230 1.250222 -5.407734 -0.05 0.02 0.01 0.000
H -0.906479 2.717201 -4.699955 -0.02 -0.07 -0.02 0.000
H -3.912795 2.077082 -5.221167 0.05 -0.01 0.04 0.000
H -3.233855 2.691537 -3.714579 -0.01 -0.07 -0.02 0.000
H -4.196193 1.200808 -3.711566 0.03 0.03 -0.04 0.000
H -2.952742 0.134578 -6.372207 0.02 -0.02 0.05 0.000
H -3.323559 -0.874883 -4.977428 0.04 0.05 -0.02 0.000
H -1.683694 -0.857498 -5.659631 -0.05 0.06 0.02 0.000
H -1.248283 2.515641 -2.482340 -0.02 -0.08 0.01 -0.001
H -1.778183 -1.589537 -3.548296 0.00 0.01 0.03 0.000
H 0.721720 -2.822159 0.141849 -0.06 -0.02 -0.04 -0.001
H -0.197599 -4.320166 -0.017929 0.00 0.02 0.00 0.000
H -0.931920 -2.932286 0.783514 0.03 -0.02 -0.06 0.002
H 1.103766 -2.865166 -2.410275 -0.05 -0.02 0.01 0.000
H -0.254674 -3.192158 -3.490204 0.01 0.00 0.06 0.000
H 0.271051 -4.428896 -2.348198 -0.02 0.06 -0.01 0.000
H -2.916343 -3.115740 -0.807441 0.06 -0.02 -0.04 0.000
H -2.117000 -4.563025 -1.428544 0.01 0.05 -0.01 0.000
H -2.649865 -3.309104 -2.543216 0.04 0.01 0.04 0.000
Br 3.160400 2.285376 -5.052686 -0.18 0.05 0.04 0.000
C 4.588503 1.321335 -4.297050 0.08 -0.07 0.05 0.000
C 5.746724 1.209299 -5.053461 0.14 -0.05 0.00 0.000
C 6.838381 0.512218 -4.560792 -0.01 0.03 -0.05 0.000
C 6.779807 -0.077673 -3.307268 -0.05 -0.01 0.05 0.000
C 5.624835 0.030232 -2.547480 0.02 0.05 -0.10 0.000
C 4.527712 0.730374 -3.040371 0.14 -0.07 -0.02 0.000
I 2.827171 0.839538 -1.841198 -0.10 -0.01 -0.01 0.000
H 5.785369 1.671842 -6.030184 0.00 -0.01 0.02 0.000
H 7.734975 0.431231 -5.162072 -0.04 0.01 0.03 0.000
H 7.630374 -0.623144 -2.918408 -0.04 0.02 -0.01 0.000
H 5.572409 -0.429978 -1.570142 0.00 0.01 -0.01 0.000
```
Forces are in eV/Å.

Computed properties:
Kohn-Sham gap (spin up / spin down) = 7.20 / 6.91 eV
2S+1 = 2
⟨S²⟩ = 0.754
charge = +2


Molecular formula: C12H10NPS
Method: DFT, ωB97M-V with the def2-TZVPD basis set

Geometry as XYZ:
```
25
Properties=species:S:1:pos:R:3:forces:R:3:nbo_charge:R:1
C 1.138664 -2.860870 -0.672309 -0.53 -0.27 0.72 -0.242
C 0.430691 0.633411 2.154042 -1.34 -0.16 -0.46 -0.199
C -0.211939 -2.973685 -0.569175 -2.02 0.56 -1.12 -0.198
C 1.576305 -1.602066 -1.052268 1.57 0.65 -0.43 -0.211
C 0.940563 1.911735 2.338647 -0.31 0.28 -1.92 -0.212
C -0.563578 0.342259 1.198625 1.46 2.81 0.92 -0.179
C -1.076910 -2.054320 -1.233723 2.90 0.33 1.86 -0.222
C 0.792114 -0.494210 -1.349846 -2.43 -3.82 0.04 -0.178
C 0.482394 2.868596 1.477313 0.06 1.30 -0.39 -0.205
C -1.047449 1.384078 0.323175 0.73 -1.72 2.76 0.103
C -0.576790 -0.805127 -1.599729 5.71 -5.70 8.59 -0.171
C -0.507510 2.654671 0.512875 0.05 -0.42 -0.32 -0.233
N -2.051209 1.188917 -0.554203 0.11 -1.54 0.57 -0.852
P -2.473432 2.356083 -1.449940 -0.48 2.06 -1.08 0.885
S -1.144446 3.793582 -0.614010 -0.16 0.47 -0.27 0.025
H 1.729749 -3.770971 -0.417786 0.01 1.29 -0.37 0.226
H 0.782404 -0.066817 2.868291 0.05 -1.18 0.15 0.211
H -0.660381 -3.855448 -0.220086 -0.43 -1.27 0.50 0.198
H 2.598887 -1.587509 -1.346457 1.10 0.71 0.51 0.207
H 1.809315 2.158734 2.908161 0.13 -0.17 0.77 0.221
H -0.948023 -0.616838 1.167875 -0.79 -1.70 -0.32 0.227
H -2.066298 -2.326815 -1.427039 -1.38 -0.34 -0.39 0.208
H 1.068558 0.468882 -1.552732 1.52 2.04 -0.78 0.208
H 0.925093 3.843244 1.491341 0.17 0.51 0.17 0.212
H -0.946773 -0.589517 -2.381043 -5.73 5.28 -9.73 0.170
```
Forces are in eV/Å.

Computed properties:
Kohn-Sham gap = 8.20 eV
charge = 0
energy above the lowest of the compared OMol25 structures with the same formula, charge and spin = 191.05 kJ/mol


Results for max |F|: 0.041 0.034 0.242 (in Eh/bohr, following the order of the records).